Record 1
This record from the OMol25 dataset describes a structure of composition C36H47Br2N5O4Rb. The level of theory is the ωB97M-V functional and the def2-TZVPD basis.

Results
- Kohn-Sham gap: 5.69 eV
- Charge: -1
- Energy relative to the best compared isomer or geometry (same formula, charge and spin): 7.3 kcal/mol
- Multiplicity: 1

```
95
C36H47Br2N5O4Rb (the ωB97M-V functional and the def2-TZVPD basis)
Rb -0.660 0.365 0.233
C 0.531 -0.335 -2.676
C -0.873 -0.292 -2.881
C -1.258 1.083 -2.774
C -0.078 1.818 -2.494
C 1.024 0.957 -2.434
C 2.477 1.348 -2.249
C 3.182 1.368 -3.613
C 3.197 0.344 -1.342
C 2.593 2.735 -1.611
C -2.609 1.785 -2.948
C -3.202 1.534 -4.344
C -3.653 1.395 -1.861
C -2.435 3.310 -2.848
C -1.638 -1.559 -3.276
C -0.957 -2.806 -2.687
C -1.636 -1.731 -4.806
C -3.084 -1.611 -2.768
H 1.145 -1.219 -2.783
H -0.031 2.883 -2.329
H 3.127 0.385 -4.087
H 4.237 1.646 -3.509
H 2.697 2.086 -4.278
H 3.185 -0.658 -1.779
H 2.720 0.304 -0.359
H 4.243 0.631 -1.198
H 2.134 3.495 -2.247
H 3.646 3.001 -1.478
H 2.105 2.758 -0.634
H -3.453 0.489 -4.508
H -2.479 1.827 -5.108
H -4.115 2.123 -4.485
H -4.591 1.037 -2.294
H -3.900 2.257 -1.233
H -3.279 0.604 -1.212
H -1.754 3.681 -3.615
H -2.044 3.605 -1.873
H -3.406 3.795 -2.984
H 0.044 -2.953 -3.092
H -1.544 -3.698 -2.931
H -0.882 -2.732 -1.600
H -0.607 -1.775 -5.167
H -2.121 -0.895 -5.307
H -2.149 -2.654 -5.100
H -3.112 -1.570 -1.675
H -3.548 -2.554 -3.075
H -3.699 -0.803 -3.152
N -1.785 2.049 2.738
C -2.788 2.830 2.028
C -4.187 2.253 2.185
N -4.308 0.926 1.574
H -1.970 2.077 3.735
H -0.861 2.463 2.621
H -2.528 2.845 0.962
H -2.826 3.884 2.341
H -4.904 2.977 1.777
H -4.408 2.154 3.253
H -4.190 1.003 0.570
H -5.238 0.553 1.723
Br -0.297 -1.916 7.060
C -0.676 -1.840 5.209
C -1.782 -1.150 4.757
C -1.994 -1.104 3.384
N -1.198 -1.701 2.502
C -0.140 -2.371 2.961
C 0.171 -2.465 4.313
C 0.751 -2.997 1.942
C 1.450 -4.165 2.227
C 2.305 -4.659 1.260
Br 3.280 -6.243 1.595
C 2.446 -4.000 0.055
C 1.689 -2.851 -0.135
N 0.860 -2.358 0.777
H -2.448 -0.643 5.439
H -2.824 -0.543 2.969
H 1.064 -2.968 4.651
H 1.325 -4.679 3.169
H 3.115 -4.358 -0.714
H 1.752 -2.295 -1.062
O 1.142 2.932 3.688
C 1.494 2.207 2.744
O 1.026 2.158 1.578
C 2.619 1.212 3.032
C 3.702 1.556 3.834
C 4.715 0.643 4.077
C 4.609 -0.629 3.534
C 3.528 -1.009 2.755
C 2.545 -0.070 2.502
N 5.666 -1.610 3.804
O 6.621 -1.257 4.472
O 5.527 -2.737 3.363
H 3.732 2.546 4.269
H 5.573 0.893 4.684
H 3.478 -2.012 2.355
H 1.680 -0.334 1.913
```

Record 2
This record from the OMol25 dataset describes the molecule C3H5N3O4S in a non-equilibrium geometry. The level of theory is the ωB97M-V functional and the def2-TZVPD basis.

Results
- Kohn-Sham gap: 10.66 eV
- Structure (SMILES): CS(=O)(=O)n1oc(N)nc1=O
- Energy relative to the best compared isomer or geometry (same formula, charge and spin): 4.6 kcal/mol
- Multiplicity: 1

```
16
C3H5N3O4S (the ωB97M-V functional and the def2-TZVPD basis)
C 2.408 -0.308 0.134
C 0.825 1.131 0.075
C -2.273 0.804 0.431
N 2.176 0.923 -0.107
N 0.268 -0.106 0.513
N 3.534 -1.083 0.109
O 0.216 2.181 -0.012
O -1.678 -1.870 0.347
O -1.138 -0.586 -1.642
O 1.238 -1.061 0.462
S -1.281 -0.622 -0.204
H -1.560 1.673 0.340
H -3.240 0.963 -0.155
H -2.465 0.477 1.471
H 4.151 -0.840 -0.643
H 3.330 -2.031 -0.060
```

Record 3
This record from the OMol25 dataset describes a structure of composition C20H28AsCl2F2N4OSW. The level of theory is the ωB97M-V functional and the def2-TZVPD basis.

Results
- Kohn-Sham gap (alpha / beta): 6.47 / 6.13 eV
- Charge: +3
- Energy relative to the best compared isomer or geometry (same formula, charge and spin): 0.0 kcal/mol
- Multiplicity: 1

```
60
C20H28AsCl2F2N4OSW (the ωB97M-V functional and the def2-TZVPD basis)
W -0.545 -0.228 0.298
F 3.276 -3.688 -1.647
C 2.714 -2.499 -1.743
C 1.688 -2.177 -0.861
C 1.107 -0.920 -0.949
C 1.512 0.001 -1.931
C 2.544 -0.387 -2.791
F 2.982 0.459 -3.716
C 3.156 -1.622 -2.716
C 0.845 1.304 -1.932
C 1.094 2.352 -2.815
C 0.409 3.545 -2.681
C -0.516 3.694 -1.653
C -0.724 2.635 -0.808
N -0.075 1.455 -0.934
H 1.367 -2.927 -0.150
H 3.949 -1.890 -3.402
H 1.816 2.226 -3.604
H 0.597 4.356 -3.372
H -1.069 4.613 -1.517
H -1.450 2.706 -0.009
N -1.192 1.017 2.182
N -2.563 1.320 2.321
C -3.448 0.906 1.412
N -4.723 1.171 1.569
S -2.947 0.044 -0.005
H -0.911 0.488 3.008
H -0.667 1.894 2.203
H -2.845 1.830 3.150
H -5.092 1.683 2.361
H -5.393 0.869 0.872
C 1.495 3.133 2.340
C 1.749 1.743 2.921
As 1.830 0.316 1.586
C 3.339 0.840 0.464
C 4.505 1.486 1.209
C 2.355 -1.274 2.591
C 3.789 -1.272 3.111
H 1.448 3.876 3.135
H 0.572 3.218 1.754
H 2.295 3.432 1.664
H 1.036 1.475 3.705
H 2.726 1.718 3.408
H 2.950 1.518 -0.294
H 3.645 -0.075 -0.047
H 4.242 2.450 1.641
H 5.306 1.668 0.492
H 4.913 0.857 1.995
H 2.185 -2.127 1.934
H 1.642 -1.354 3.416
H 4.514 -1.285 2.299
H 3.946 -2.176 3.699
H 3.998 -0.422 3.760
Cl -0.813 -2.138 1.934
C -1.819 -3.621 1.367
Cl -1.064 -4.428 0.051
H -2.783 -3.203 1.097
H -1.843 -4.230 2.265
O -1.385 -1.877 -2.282
C -1.053 -1.343 -1.346
```

Record 4
This record from the OMol25 dataset describes a structure of composition C8H40BO16PTa in a non-equilibrium geometry. The level of theory is the ωB97M-V functional and the def2-TZVPD basis.

Results
- Kohn-Sham gap: 5.77 eV
- Charge: -1
- Multiplicity: 1

```
67
C8H40BO16PTa (the ωB97M-V functional and the def2-TZVPD basis)
C 4.900 1.043 0.128
P 3.592 2.179 -0.505
O 4.091 2.669 -2.040
Ta 1.517 0.650 -0.729
C -0.005 2.303 -0.761
C -1.354 1.826 -0.336
C -2.394 1.661 -1.257
C -3.635 1.178 -0.885
C -3.891 0.862 0.434
C -2.876 1.026 1.368
C -1.629 1.498 0.988
O 2.635 -1.076 -0.601
B 1.787 -2.088 -0.479
O 1.420 -2.895 -1.603
O 1.212 -2.436 0.756
H 5.706 1.599 0.602
H 5.288 0.415 -0.674
H 4.411 0.395 0.856
H 3.739 2.042 -2.682
H 1.720 0.760 -2.595
H 0.104 -0.541 -1.070
H 1.332 0.567 1.112
H -0.049 2.669 -1.789
H 0.323 3.090 -0.080
H -2.203 1.884 -2.301
H -4.406 1.027 -1.629
H -4.853 0.477 0.740
H -3.044 0.768 2.406
H -0.839 1.595 1.724
H 0.604 -2.518 -1.959
H 0.256 -2.330 0.720
O -4.843 -0.727 -3.177
H -5.288 -1.568 -3.042
H -4.469 -0.779 -4.061
O 1.817 -3.068 -4.662
H 1.985 -2.821 -3.741
H 2.465 -3.754 -4.851
O 2.790 -0.329 3.229
H 2.743 -0.843 4.040
H 2.098 -0.688 2.655
O 1.634 3.645 1.816
H 1.236 3.407 2.663
H 2.373 4.218 2.031
O 4.527 -4.390 -5.690
H 4.707 -4.136 -4.778
H 5.167 -5.083 -5.877
O 0.532 3.800 4.632
H 0.922 3.499 5.457
H -0.305 4.186 4.906
O -0.412 5.008 7.087
H -0.829 4.711 7.901
H 0.302 5.588 7.365
O -7.095 1.343 0.158
H -7.025 1.963 -0.574
H -7.717 1.750 0.771
O -7.665 -1.318 1.311
H -7.537 -0.418 0.980
H -8.552 -1.560 1.034
O 2.968 -1.775 6.257
H 3.133 -1.582 7.184
H 3.608 -2.455 6.025
O -0.420 -5.171 -1.177
H -0.755 -5.333 -0.291
H 0.258 -4.488 -1.059
O 1.186 -3.648 -7.595
H 1.347 -3.380 -6.680
H 1.857 -4.315 -7.763
```

Record 5
This record from the OMol25 dataset describes a cluster of 3 separate species, C4H9NO2 in total in a non-equilibrium geometry. The level of theory is the ωB97M-V functional and the def2-TZVPD basis.

Results
- Kohn-Sham gap: 3.64 eV
- Energy relative to the best compared isomer or geometry (same formula, charge and spin): 257.5 kcal/mol
- Multiplicity: 1

```
16
C4H9NO2 (the ωB97M-V functional and the def2-TZVPD basis)
C -0.545 -1.162 -0.913
C -0.450 0.149 -0.032
C -0.996 -0.027 1.317
O -1.893 -0.921 1.628
N 2.185 -0.280 -0.112
C 3.258 0.313 0.346
O -2.626 1.162 -0.968
H -1.165 -1.926 -0.506
H 0.517 -1.507 -0.927
H 0.577 0.673 -0.061
H -1.494 0.744 -0.421
H -0.642 0.475 2.218
H -0.952 -0.896 -1.880
H 3.734 1.327 -0.073
H 3.793 0.014 1.373
H -3.302 1.862 -0.991
```

Record 6
This record from the OMol25 dataset describes a structure of composition C3H3FHgO2 in a non-equilibrium geometry. The level of theory is the ωB97M-V functional and the def2-TZVPD basis.

Results
- Expectation value of S²: 0.756
- Kohn-Sham gap (alpha / beta): 10.12 / 7.20 eV
- Charge: +1
- Energy relative to the best compared isomer or geometry (same formula, charge and spin): 0.0 kcal/mol
- Multiplicity: 2

```
10
C3H3FHgO2 (the ωB97M-V functional and the def2-TZVPD basis)
F 5.381 -0.379 1.512
H 1.772 0.416 0.225
H 3.635 2.537 0.700
O 3.520 2.599 -1.418
O 1.974 1.196 -1.748
C 3.167 2.112 -0.181
C 2.205 1.206 -0.393
C 2.769 2.055 -2.349
H 6.199 0.045 1.374
Hg 2.904 2.527 -5.009
```

Record 7
This record from the OMol25 dataset describes a cluster of 2 separate species, C7H15F in total in a non-equilibrium geometry. The level of theory is the ωB97M-V functional and the def2-TZVPD basis.

Results
- Expectation value of S²: 2.007
- Kohn-Sham gap (alpha / beta): 7.20 / 11.59 eV
- Multiplicity: 3

```
23
C7H15F (the ωB97M-V functional and the def2-TZVPD basis)
C 0.349 1.780 0.933
C 0.099 -0.403 2.142
C 2.046 -0.049 0.397
C -0.552 0.344 -2.271
C -1.921 -1.280 -0.728
C 0.728 0.330 0.958
C -0.613 -0.797 -1.337
F 0.397 -1.792 -1.704
H 0.137 2.066 -0.155
H -0.598 1.981 1.547
H 1.176 2.359 1.316
H 0.458 -1.503 2.378
H 0.278 0.329 3.004
H -1.057 -0.532 2.009
H 2.055 -0.695 -0.545
H 2.522 -0.725 1.116
H 2.660 0.975 0.324
H 0.376 0.830 -1.960
H -0.434 -0.136 -3.283
H -1.451 1.027 -2.133
H -2.285 -0.336 -0.455
H -1.897 -2.071 0.061
H -2.474 -1.702 -1.614
```

Record 8
This record from the OMol25 dataset describes the molecule C23H24N4O5. The level of theory is the ωB97M-V functional and the def2-TZVPD basis.

Results
- Kohn-Sham gap: 9.16 eV
- Structure (SMILES): COc1ccccc1N(CC(=O)NCc1ccco1)C(=O)CCC(=O)Nc1ccccn1
- Energy relative to the best compared isomer or geometry (same formula, charge and spin): 53.1 kcal/mol
- Multiplicity: 1

```
56
C23H24N4O5 (the ωB97M-V functional and the def2-TZVPD basis)
C -1.121 -0.976 2.178
H -1.153 -0.342 3.068
O -1.501 -0.260 1.026
C -2.732 0.314 0.996
C -3.697 0.219 1.990
C -4.922 0.847 1.830
C -5.206 1.570 0.687
C -4.252 1.672 -0.312
C -3.029 1.046 -0.167
N -2.011 1.182 -1.151
C -1.507 0.128 -1.825
O -0.413 0.172 -2.375
C -2.434 -1.066 -1.962
H -3.133 -0.832 -2.770
C -1.669 -2.347 -2.306
C -0.868 -2.812 -1.100
O -1.313 -3.589 -0.284
N 0.375 -2.256 -1.044
C 1.384 -2.486 -0.122
N 2.453 -1.713 -0.297
C 3.486 -1.869 0.513
C 3.514 -2.794 1.542
C 2.396 -3.598 1.724
C 1.308 -3.452 0.885
H 0.424 -4.056 0.991
H 2.374 -4.336 2.513
H 4.380 -2.886 2.178
H 4.324 -1.211 0.323
H 0.587 -1.517 -1.709
H -1.011 -2.163 -3.155
H -2.382 -3.132 -2.558
H -3.015 -1.212 -1.053
C -1.250 2.420 -1.082
H -0.711 2.541 -2.024
C -0.259 2.396 0.091
O -0.444 3.020 1.115
N 0.803 1.611 -0.146
H 0.846 1.083 -1.009
C 1.883 1.445 0.803
C 3.192 1.818 0.186
C 3.843 1.311 -0.901
C 5.029 2.073 -1.040
C 5.007 2.984 -0.031
O 3.898 2.839 0.714
H 5.693 3.756 0.256
H 5.788 1.955 -1.786
H 3.519 0.493 -1.511
H 1.676 2.103 1.651
H 1.914 0.404 1.143
H -1.948 3.246 -0.933
H -4.450 2.236 -1.210
H -6.161 2.057 0.573
H -5.658 0.767 2.615
H -3.499 -0.333 2.895
H -1.753 -1.858 2.321
H -0.097 -1.299 1.999
```

Results for molar mass: 859.08 179.16 740.20 615.13 103.12 290.64 118.19 436.47 (in g mol⁻¹, following the order of the records).
Results for DFT total energy: -7146.9053 -980.6726 -4893.3828 -1955.9459 -362.6752 -519.5132 -375.3928 -1486.1303 (in Ha, following the order of the records).